{"formula": "C12H27Br9O9S3", "method": "wB97M-V/def2-TZVPD", "species": ["O", "S", "O", "O", "C", "C", "C", "H", "H", "H", "H", "H", "H", "H", "H", "O", "S", "O", "O", "C", "C", "C", "H", "H", "H", "H", "H", "H", "H", "H", "O", "S", "O", "O", "C", "C", "C", "H", "H", "H", "H", "H", "H", "H", "H", "C", "Br", "Br", "Br", "H", "C", "Br", "Br", "Br", "H", "C", "Br", "Br", "Br", "H"], "coordinates": [[-30.1130, 2.1320, -15.5251], [-29.0059, 3.0358, -15.8664], [-27.7359, 2.5277, -16.3671], [-29.5133, 4.2727, -16.8132], [-30.9354, 4.3849, -17.1612], [-31.7128, 4.7919, -15.9169], [-28.5668, 3.9273, -14.3055], [-31.6157, 3.6648, -17.6159], [-31.0257, 5.1269, -17.9546], [-31.6884, 4.0056, -15.1625], [-32.7512, 4.9502, -16.2082], [-31.3850, 5.7462, -15.5046], [-27.7243, 4.6188, -14.2941], [-28.2887, 3.1357, -13.6098], [-29.5083, 4.3230, -13.9245], [-25.2097, 2.8246, -23.0117], [-25.5793, 4.1993, -22.5987], [-25.5937, 5.3529, -23.5270], [-27.0715, 4.1519, -21.8086], [-27.6241, 5.3822, -21.3312], [-28.8208, 4.9885, -20.6138], [-24.6302, 4.5335, -21.0532], [-27.9315, 5.9300, -22.2220], [-27.0188, 6.0881, -20.7626], [-29.3615, 4.3607, -21.3221], [-29.4914, 5.8218, -20.4043], [-28.5839, 4.4173, -19.7163], [-25.2287, 3.9204, -20.3794], [-24.5258, 5.6069, -20.8956], [-23.6508, 4.1171, -21.2890], [-24.4803, -2.0494, -22.4304], [-23.2204, -1.2705, -22.2967], [-22.1504, -1.8036, -21.4581], [-22.5070, -0.9247, -23.7815], [-23.4139, -0.4833, -24.8514], [-22.5979, 0.4444, -25.8107], [-23.4955, 0.4482, -21.6209], [-24.1677, 0.2156, -24.4890], [-23.9093, -1.2777, -25.4096], [-22.8804, 1.4824, -25.6354], [-22.7057, 0.1961, -26.8666], [-21.5393, 0.2706, -25.6179], [-22.6897, 1.0978, -21.9628], [-23.2231, 0.3415, -20.5709], [-24.4600, 0.9177, -21.8144], [-27.1668, 0.9801, -19.0732], [-27.0499, 1.2664, -20.9888], [-25.9674, -0.4417, -18.3903], [-29.0627, 0.5476, -18.6068], [-26.9315, 1.8851, -18.5131], [-26.8625, -2.2121, -15.1860], [-27.8415, -3.8479, -14.7213], [-25.1861, -2.1680, -14.0067], [-27.8937, -0.5495, -15.1389], [-26.4051, -2.2464, -16.1748], [-24.5511, 2.0449, -15.3449], [-23.2422, 0.7082, -14.5834], [-24.2276, 2.3138, -17.3025], [-24.4435, 3.7268, -14.2696], [-25.5500, 1.6389, -15.1855]], "homo_energy_ev": [-12.382, -12.380], "largest_force_ha_per_bohr": 0.0682, "energy_ha": -25510.7424, "orbital_gap_ev": [7.77, 3.12], "s_squared": 0.756, "lumo_energy_ev": [-4.62, -9.26], "total_charge": 1, "multiplicity": 2}

{"formula": "C12H27F2LiN2O17PS2", "method": "wB97M-V/def2-TZVPD", "species": ["Li", "N", "S", "O", "O", "F", "S", "O", "O", "F", "N", "O", "O", "O", "C", "O", "C", "O", "O", "C", "H", "H", "H", "H", "H", "H", "C", "O", "C", "O", "O", "C", "H", "H", "H", "H", "H", "H", "C", "C", "O", "P", "O", "O", "C", "C", "O", "C", "C", "H", "H", "H", "H", "H", "H", "H", "H", "H", "H", "H", "H", "H", "H", "H"], "coordinates": [[-0.0525, -1.3906, 2.3481], [-0.8225, -5.2491, 1.3288], [-0.6380, -6.5441, 2.1160], [0.5663, -7.3332, 1.7829], [-1.8173, -7.1841, 2.5374], [-0.2455, -5.8719, 3.5485], [-2.0409, -5.8406, 0.2067], [-3.4190, -5.3903, 0.4282], [-1.8046, -7.1709, -0.3924], [-1.5539, -4.9590, -1.0983], [1.2127, 0.9698, 7.1386], [2.1757, 0.9404, 7.8854], [1.1892, 0.1415, 6.2237], [0.2561, 1.7453, 7.3473], [6.1524, -2.3433, -1.6179], [6.5928, -2.6820, -2.9355], [7.3934, -1.8145, -3.6232], [7.7750, -0.6827, -3.2433], [7.6643, -2.3866, -4.7265], [8.4043, -1.6149, -5.6570], [5.5083, -1.4648, -1.6563], [7.0280, -2.1172, -1.0094], [5.6328, -3.1505, -1.1015], [8.3547, -2.2817, -6.5178], [9.4566, -1.4294, -5.4417], [7.8472, -0.6984, -5.8516], [-4.7015, -1.7991, 6.2675], [-5.7901, -1.1245, 5.5605], [-5.6094, -0.7543, 4.3056], [-4.5422, -0.6664, 3.6763], [-6.8335, -0.2825, 3.9186], [-7.0894, 0.1573, 2.6343], [-4.5201, -2.8500, 6.0423], [-5.0368, -1.7538, 7.3036], [-3.7396, -1.2950, 6.3602], [-6.3278, 0.8804, 2.3424], [-8.1397, 0.4358, 2.7210], [-6.8116, -0.7012, 2.0229], [-2.5024, 1.5570, -4.0712], [-3.0033, 1.9331, -2.7164], [-2.3334, 3.0871, -2.3628], [-0.9444, 3.0347, -1.5585], [-0.4094, 1.6889, -1.1386], [-0.0081, 3.9117, -2.5259], [1.3533, 3.8325, -2.5760], [1.6666, 2.7069, -3.5167], [-1.4073, 4.0193, -0.3427], [-0.3493, 4.4045, 0.5801], [0.2446, 5.7572, 0.3015], [-1.4854, 1.1727, -3.9927], [-3.0199, 0.7441, -4.5807], [-2.3847, 2.4332, -4.7087], [-4.0029, 2.3479, -2.8461], [-2.9928, 1.1802, -1.9283], [1.7414, 4.7036, -3.1037], [1.8208, 3.7944, -1.5920], [2.7341, 2.7755, -3.7261], [1.5573, 1.7354, -3.0347], [0.9931, 2.6931, -4.3736], [-0.5872, 4.1474, 1.6123], [0.5193, 3.7585, 0.4522], [1.2417, 5.8567, 0.7304], [0.3264, 5.7432, -0.7854], [-0.4420, 6.5374, 0.6300]], "homo_energy_ev": -4.954, "largest_force_ha_per_bohr": 0.1340, "energy_ha": -3206.9528, "orbital_gap_ev": 4.51, "relative_energy_ev": 7.985, "lumo_energy_ev": -0.45, "total_charge": -1}

{"formula": "C12H27O13P", "method": "wB97M-V/def2-TZVPD", "species": ["C", "O", "P", "O", "O", "C", "O", "C", "H", "H", "H", "H", "H", "H", "H", "H", "H", "C", "O", "C", "O", "O", "C", "H", "H", "H", "H", "H", "H", "C", "O", "C", "O", "O", "C", "H", "H", "H", "H", "H", "H", "C", "O", "C", "O", "O", "C", "H", "H", "H", "H", "H", "H"], "coordinates": [[9.9828, 2.8990, 3.2108], [9.6175, 1.5590, 2.9460], [10.6995, 0.4132, 3.2982], [12.0137, 0.6582, 2.7276], [10.7575, 0.3725, 4.9119], [9.6723, 0.0394, 5.7270], [9.8305, -0.8599, 2.9289], [10.3147, -2.1909, 3.0140], [11.0605, 3.0732, 3.1052], [9.7659, 3.2459, 4.2244], [9.4973, 3.5096, 2.4510], [9.9087, -0.6649, 6.5308], [8.8663, -0.5306, 5.2458], [9.2151, 0.9233, 6.1705], [11.3999, -2.3028, 2.9290], [9.9683, -2.6794, 2.1035], [10.0221, -2.7367, 3.9072], [0.2072, 4.1859, -7.3220], [1.5539, 4.1562, -6.9251], [1.8845, 3.3086, -5.9705], [1.1261, 2.6502, -5.3040], [3.2015, 3.2776, -5.8623], [3.7568, 2.7354, -4.6867], [-0.1287, 3.3497, -7.9417], [0.0519, 5.0469, -7.9691], [-0.5053, 4.2373, -6.5005], [3.2584, 3.1935, -3.8168], [4.7511, 3.1327, -4.4864], [3.6571, 1.6586, -4.5996], [3.4409, 1.1040, -0.9369], [4.8280, 1.1009, -0.6484], [5.3580, -0.0680, -0.3056], [4.7806, -1.1250, -0.2863], [6.6164, 0.1516, 0.0374], [7.5030, -0.9428, 0.1153], [2.9463, 2.0674, -0.8814], [2.8753, 0.3337, -0.4170], [3.3369, 0.8050, -1.9845], [7.8385, -1.2254, -0.8893], [6.9994, -1.7691, 0.6150], [8.4589, -0.7164, 0.5834], [-0.2294, -0.3726, -0.9158], [-0.0965, 0.9520, -1.4410], [-0.8531, 1.3923, -2.4377], [-1.5457, 0.6901, -3.1189], [-0.7061, 2.6928, -2.5292], [-1.3821, 3.2873, -3.6305], [-0.0851, -0.3232, 0.1565], [0.4170, -1.0792, -1.4319], [-1.2616, -0.6342, -1.1671], [-0.9772, 3.0638, -4.6104], [-1.2441, 4.3644, -3.5181], [-2.4533, 3.1072, -3.5637]], "homo_energy_ev": -10.609, "largest_force_ha_per_bohr": 0.0437, "smiles": "COP(=O)(OC)OC.COC(=O)OC.COC(=O)OC.COC(=O)OC", "energy_ha": -1792.9759, "orbital_gap_ev": 11.22, "lumo_energy_ev": 0.62, "total_charge": 0}